Record 1
Computed, not measured: a cluster of 2 separate species, C16H17N in total, with ωB97M-V/def2-TZVPD.

## Properties
Energy above the lowest of the compared OMol25 structures with the same formula, charge and spin, kcal/mol: 14.37
LUMO energy (spin up / spin down), eV: -3.5 / -6.7
Net charge: +1
HOMO energy (spin up / spin down), eV: -11.9 / -11.9
HOMO-LUMO gap (spin up / spin down), eV: 8.45 / 5.26
<S²>: 0.77
Multiplicity: 2

Element x y z (Å)
1 C 1.48753 -1.73448 -2.63403
2 C 0.42241 1.93359 -2.19179
3 C 0.42021 0.59986 -2.60247
4 C 1.43429 2.38810 -1.35304
5 C 1.43269 -0.27559 -2.23944
6 C 2.44983 1.51541 -0.99991
7 C 2.42614 0.17137 -1.36611
8 H -0.34636 2.52481 -2.67230
9 H -0.38734 0.18453 -3.19080
10 H 1.45129 3.44031 -1.10075
11 H 3.33292 1.87306 -0.48013
12 H 2.50706 -2.08816 -2.45497
13 H 1.28399 -1.83350 -3.69739
14 H 3.23101 -0.46044 -1.01823
15 H 0.94642 -2.41040 -1.97545
16 C -1.63838 2.05329 2.62332
17 C -0.26716 -1.11821 1.30343
18 C -1.33369 -0.32021 1.78054
19 C -0.79215 0.86864 2.34781
20 C 0.61103 0.64758 2.31627
21 C -0.51573 -2.26234 0.57223
22 C -1.85945 -2.44460 0.24985
23 C -2.93791 -1.67580 0.68800
24 C -2.68633 -0.62788 1.56267
25 N 0.90070 -0.52519 1.82395
26 H 0.31802 -2.92140 0.37972
27 H -2.16481 -3.09589 -0.52640
28 H 1.84223 -0.87441 1.74165
29 H -3.92459 -2.05614 0.46949
30 H 1.37464 1.37576 2.54076
31 H -3.40758 0.11968 1.85486
32 H -1.82775 2.65697 1.73887
33 H -1.25846 2.71483 3.39225
34 H -2.52471 1.65684 3.11750

These are the natural (NBO) partial charges, in e, on atoms 1 to 8: atom 1 (C): -0.638, atom 2 (C): -0.186, atom 3 (C): -0.226, atom 4 (C): -0.241, atom 5 (C): 0.002, atom 6 (C): -0.216, atom 7 (C): -0.244, atom 8 (H): 0.225


Record 2
Computed, not measured: a structure of composition C36H37N5O3Os, with ωB97M-V/def2-TZVPD.

## Properties
LUMO energy (spin up / spin down), eV: -5.9 / -7.2
Net charge: +2
HOMO energy (spin up / spin down), eV: -10.8 / -12.1
HOMO-LUMO gap (spin up / spin down), eV: 4.90 / 4.89
<S²>: 6.05
Multiplicity: 5

Element x y z (Å)
1 Os -0.35545 0.39179 2.46571
2 O -0.36322 2.00750 6.11409
3 C -0.08939 1.65522 5.00476
4 N -0.64320 0.57484 4.35157
5 C -1.62326 -0.26107 5.03809
6 C -2.17510 -1.24505 4.05324
7 C -3.11787 -2.18636 4.40437
8 C -3.54215 -3.10714 3.46096
9 C -3.01785 -3.05752 2.17194
10 C -2.10207 -2.08473 1.87155
11 N -1.67933 -1.18874 2.79168
12 C 0.95628 2.32416 4.14801
13 C 1.74022 3.33195 4.63502
14 C 2.74859 3.84544 3.82907
15 C 2.95058 3.28925 2.57638
16 C 2.12099 2.27146 2.14788
17 N 1.10688 1.81655 2.90280
18 H -2.41272 0.34904 5.47565
19 H -1.15509 -0.78912 5.86864
20 H -3.50843 -2.19582 5.41565
21 H -4.27952 -3.85765 3.72554
22 H -3.32174 -3.76293 1.40958
23 H -1.69971 -1.98025 0.87326
24 H 1.56549 3.68536 5.64536
25 H 3.38620 4.64758 4.18390
26 H 3.75205 3.62496 1.93212
27 H 2.26416 1.80337 1.18422
28 C 0.31389 5.30723 -1.16990
29 N -0.62788 4.22663 -0.74618
30 C -0.61719 4.06634 0.73512
31 C -0.46997 2.91265 -1.49339
32 C 0.83953 2.16475 -1.33477
33 C 1.93627 2.68305 -2.04087
34 C 3.16032 2.04559 -2.12201
35 C 3.30581 0.79741 -1.53271
36 C 2.23738 0.24376 -0.85055
37 C 1.02931 0.91616 -0.71944
38 H 0.01593 6.23790 -0.69263
39 H 0.27243 5.42805 -2.24902
40 H 1.31944 5.04321 -0.85827
41 H -1.56424 4.53856 -0.99944
42 H 0.39849 3.82407 1.04081
43 H -1.29820 3.26437 1.00338
44 H -0.92704 5.00071 1.19633
45 H -0.58815 3.16706 -2.54482
46 H -1.31732 2.31480 -1.20698
47 H 1.80957 3.61707 -2.57776
48 H 3.97531 2.49786 -2.67714
49 H 4.23657 0.24710 -1.61762
50 H 2.32221 -0.73450 -0.38851
51 C 1.77039 -6.30106 -2.13138
52 C 1.60899 -4.89374 -2.65675
53 C 2.26486 -4.51209 -3.82009
54 C 2.14015 -3.22665 -4.32188
55 C 1.36717 -2.29711 -3.64721
56 C 0.69810 -2.66829 -2.49018
57 N -0.06495 -1.69782 -1.77163
58 C -1.13981 -0.95957 -2.25182
59 C -1.64219 -1.10407 -3.54496
60 C -2.80743 -0.45926 -3.93959
61 C -3.54937 0.28789 -3.02240
62 C -3.07013 0.45604 -1.74506
63 C -1.81430 -0.08047 -1.35439
64 C -1.26043 0.30891 -0.11866
65 O -1.84615 0.90885 0.91257
66 O 0.14438 0.20264 0.10233
67 C 0.79205 -3.96793 -1.99381
68 C -0.01462 -4.38417 -0.78388
69 H 2.57632 -6.81279 -2.65332
70 H 0.85861 -6.88825 -2.27642
71 H 2.00065 -6.30914 -1.06312
72 H 2.88292 -5.23557 -4.34140
73 H 2.66561 -2.94560 -5.22741
74 H 1.29968 -1.27139 -3.99774
75 H -0.00222 -1.75744 -0.77644
76 H -1.14808 -1.78011 -4.22880
77 H -3.16091 -0.57666 -4.95592
78 H -4.49366 0.73246 -3.31355
79 H -3.63921 1.02144 -1.01137
80 H -0.95477 -3.82805 -0.73393
81 H 0.53677 -4.22886 0.15551
82 H -0.26624 -5.44406 -0.83197

These are the Löwdin partial charges, in e, on atoms 1 to 8: atom 1 (Os): 1.657, atom 2 (O): 0.153, atom 3 (C): -0.460, atom 4 (N): -0.167, atom 5 (C): -0.109, atom 6 (C): -0.224, atom 7 (C): 0.015, atom 8 (C): 0.004


Record 3
Computed, not measured: a structure of composition C12H28N8O2PS2Sn, with ωB97M-V/def2-TZVPD.

## Properties
Energy above the lowest of the compared OMol25 structures with the same formula, charge and spin, kcal/mol: 0.00
LUMO energy, eV: -2.6
Net charge: +1
HOMO energy, eV: -10.5
HOMO-LUMO gap, eV: 7.92

Element x y z (Å)
1 Sn 1.23379 -0.50220 -0.42812
2 N -1.06708 2.22425 -0.89247
3 C -2.30710 2.00499 -1.66856
4 C -2.90260 0.64350 -1.31047
5 N -1.92315 -0.43976 -1.19192
6 C -2.34408 -1.39132 -0.15726
7 C -1.33654 -2.47458 0.18302
8 N -0.12744 -1.93624 0.83147
9 C -1.70033 -1.14859 -2.45493
10 C -1.27561 -0.28419 -3.63018
11 N -0.10742 0.54261 -3.30954
12 H -0.57271 3.07407 -1.15589
13 H -0.42999 1.43334 -1.07941
14 H -2.05039 2.09623 -2.71973
15 H -3.01439 2.79276 -1.41361
16 H -3.68388 0.40848 -2.04580
17 H -3.40432 0.75283 -0.35001
18 H -3.28440 -1.89435 -0.43595
19 H -2.55437 -0.82191 0.75205
20 H -1.01113 -3.03888 -0.69075
21 H -1.85030 -3.18197 0.83988
22 H 0.49144 -2.69934 1.09712
23 H -0.34016 -1.41471 1.68024
24 H -2.60798 -1.70134 -2.74607
25 H -0.91796 -1.89301 -2.28573
26 H -2.09156 0.37144 -3.94379
27 H -1.09946 -0.96528 -4.46913
28 H 0.08686 1.16626 -4.08622
29 H 0.71850 -0.04082 -3.21908
30 S 1.79751 -2.59975 -1.75157
31 C 3.14951 -3.23723 -0.84223
32 C 3.62715 -4.51593 -1.28856
33 N 3.98082 -5.54434 -1.65786
34 C 3.75443 -2.63419 0.20489
35 S 3.28252 -1.07307 0.85205
36 C 4.85977 -3.24275 0.88224
37 N 5.73827 -3.69434 1.46939
38 N -1.97836 2.05680 2.23670
39 C -0.83632 2.66070 2.94065
40 P 0.62124 2.00989 2.09040
41 O 0.57812 0.49557 2.12217
42 O 0.82810 2.70958 0.78795
43 C 2.09361 2.37000 3.15010
44 N 3.14902 1.46741 2.58251
45 H -1.24700 2.27908 0.13554
46 H -2.85100 2.39313 2.62999
47 H -1.95016 1.05353 2.40093
48 H -0.80546 2.43714 4.01164
49 H -0.85775 3.74256 2.80712
50 H 1.94449 2.08590 4.18973
51 H 2.43507 3.39970 3.07673
52 H 4.01593 1.45897 3.12073
53 H 3.37103 1.73398 1.61812
54 H 2.77325 0.50541 2.53150

These are the natural (NBO) partial charges, in e, on atoms 1 to 8: atom 1 (Sn): 0.947, atom 2 (N): -0.751, atom 3 (C): -0.228, atom 4 (C): -0.241, atom 5 (N): -0.466, atom 6 (C): -0.223, atom 7 (C): -0.244, atom 8 (N): -0.877